Entry 1:
ORCA calculation (wB97M-V/def2-TZVPD) on 6 unconnected molecules or ions with the total composition C56H77F6N4O5 at a distorted geometry.

Cartesian coordinates (Å):
C: -0.19346 0.10700 -4.38860
H: 0.27555 -7.39893 1.26854
H: -5.74392 -1.45891 1.76812
C: -4.66600 -1.08158 1.82129
H: -1.58700 -1.96187 2.11372
O: -3.72278 -2.46071 -2.35314
H: -3.92617 -1.70955 1.23316
H: 5.12819 3.82385 3.98556
H: -2.27853 0.07498 3.27237
C: 7.90080 -3.68247 -4.60750
H: 5.43808 5.18371 12.52028
H: -3.62997 2.25265 -2.32496
C: 1.25589 -5.91067 2.45357
H: -2.78484 -3.52469 1.26473
C: 3.34034 2.63122 7.20427
C: 2.14268 3.33325 11.69092
H: -0.20270 2.97199 1.07332
H: -2.34306 5.45874 -4.60516
C: 4.65126 3.09183 7.26773
C: 2.09979 4.60032 12.26451
C: -1.80108 1.76524 -3.51705
H: -1.79533 4.94178 -7.66133
C: 5.41974 -3.67028 -5.87195
C: 3.32092 3.01449 4.82063
H: -1.55427 -1.73553 0.01423
C: 4.62791 3.48553 4.88637
C: -1.87670 -2.13843 3.20206
H: 1.14368 5.06511 12.48144
C: 4.53817 3.41783 11.71316
H: -5.72349 3.38468 -8.41590
C: -1.51106 -3.44610 -1.54544
H: -0.53228 0.52550 -5.40658
H: -0.90673 -2.20580 3.79808
H: -4.96106 -0.96512 -3.30634
C: 6.11425 -4.86505 -5.71648
C: -0.85404 -2.24442 -0.72857
C: 0.85507 -7.20478 2.16350
H: 1.72832 0.75715 -5.42408
H: -2.83823 2.22373 1.12864
C: -4.71767 0.44102 1.25198
H: -2.58341 -0.81625 4.83885
C: 3.28172 5.27471 12.56122
H: -4.75361 -1.92090 3.95647
H: -2.60489 0.99792 -5.30367
O: 2.26168 2.48154 2.09612
C: -2.43588 4.09064 -2.58511
H: 2.78266 -2.28430 -1.38060
C: -2.50498 2.48848 -2.28949
H: 1.22166 2.80731 11.46400
C: -2.58422 4.68009 -8.35834
H: -4.35338 1.09788 2.11980
C: 5.97698 -2.49253 -5.40008
C: -2.75231 -0.87683 3.70002
C: 7.21198 -2.48568 -4.77210
C: 1.93822 -7.96311 4.17685
N: -1.94236 2.26345 -0.91935
H: 5.69052 -5.79104 -6.08899
H: -4.58113 0.64431 -0.95588
H: -4.62825 3.98239 -3.60325
C: -0.06787 -1.17422 -1.67590
C: 3.05506 -1.26936 -3.05341
C: -0.14631 1.97195 1.60490
H: -3.91779 3.97917 -6.82642
H: -2.08765 -4.97546 2.13914
C: -2.83716 -4.11576 2.23578
H: 5.17165 3.11605 8.21923
C: -4.31647 -1.01146 3.40497
H: -3.77170 -1.79670 -4.42248
C: 1.20343 -8.23716 3.02772
H: -2.03471 -0.20581 -2.01154
H: 2.93340 -1.29796 -5.29427
H: -2.64694 -3.93256 -3.41767
H: 1.78194 0.95278 -3.61392
H: 0.89697 -0.83582 -1.14341
N: -3.33894 5.17829 -4.74010
H: -3.88109 2.83829 -0.23197
C: -0.56492 0.71127 0.64605
H: -1.51987 3.17164 -0.62173
C: 1.99207 -5.62663 3.59262
H: -1.93307 -2.24892 -3.43036
C: -4.44070 -1.95809 -3.51493
C: 2.69116 2.59479 5.98093
H: 3.24656 6.26363 13.00466
H: -0.70535 -4.18112 -1.91160
H: 2.89990 -6.44558 5.35993
C: 1.30069 1.70723 2.20842
H: 0.63866 0.17216 3.28629
H: 0.90195 -9.25471 2.80486
H: -1.43170 0.17075 1.14003
H: -1.39705 4.42315 -2.91018
C: -3.56401 4.40348 -3.69342
H: 2.82184 2.30140 8.09709
H: 6.31415 3.88446 6.15911
C: -2.44791 -3.00832 -2.75384
H: 4.45053 -3.64822 -6.35654
C: -0.83458 1.26391 -0.81560
H: -0.01732 -2.71338 -0.08690
H: 2.20654 -8.76767 4.85335
F: 5.72145 2.84308 11.44550
H: -2.16910 -4.05882 -0.82354
H: 1.44458 -2.04193 -4.38267
H: 0.33504 0.00016 0.72316
C: -2.40248 4.88272 -9.72211
F: 1.42281 2.14296 5.91782
H: -3.87632 -4.60135 2.33608
H: -4.81642 -0.10267 3.90847
C: 7.35314 -4.87023 -5.08165
F: 0.92373 -4.91231 1.61495
C: -4.61820 4.02109 -10.14486
H: -2.79796 4.63113 -1.63351
C: -3.82421 0.62633 -0.08938
N: -2.90336 1.09624 -4.31370
H: 7.62761 -1.55017 -4.41661
H: -3.71583 1.74079 -4.39243
H: -1.47647 5.29399 -10.10623
H: -1.39326 2.58194 -4.22539
C: 2.19113 -1.17937 -4.44138
C: 3.36861 2.74070 11.40843
C: -3.42257 4.55310 -10.60049
H: 0.27613 -1.79615 -2.55789
H: 4.18268 -1.14305 -3.24807
F: -3.24941 4.75288 -11.91451
O: 1.50035 0.52775 2.95843
C: 5.29296 3.52100 6.10975
O: -2.64080 -3.33761 3.43626
C: 2.33057 -6.65809 4.46192
C: 1.43598 0.23654 -4.43722
H: 3.42069 1.75824 10.95384
H: -0.88802 2.00381 2.48100
H: 2.29579 -4.60593 3.79396
C: -3.09377 2.04007 0.03487
N: -0.65772 0.87563 -3.21873
F: 0.36472 2.00919 -1.16927
H: 8.86411 -3.68854 -4.10953
C: -3.77926 4.14045 -7.88957
H: -3.13710 -0.27392 -0.14708
H: -5.40101 3.77707 -10.85309
F: 5.30742 -1.33836 -5.55308
H: -0.48557 -0.99906 -4.40729
C: -4.79466 3.80866 -8.78191
C: 4.50819 4.67783 12.28890
H: 7.89224 -5.80345 -4.95704
H: -5.26593 -2.68707 -3.85846
O: 2.83341 -2.52025 -2.33490
H: 2.78300 -0.42945 -2.31858
C: -0.92142 0.11658 -1.97818
H: 2.78876 2.97120 3.87528
H: -5.80893 0.76243 1.07527

Results
**LUMO**: -0.0933 hartree
**HOMO energy**: -10.38 eV
**Frontier orbital gap**: 7.8 eV
**Total charge**: +1

Entry 2:
ORCA calculation (wB97M-V/def2-TZVPD) on a molecular structure, C17H15NiO2P at a distorted geometry.

Cartesian coordinates (Å):
H: -5.10760 0.32021 -0.09602
H: -3.30234 0.28755 0.64957
C: 3.86211 4.30791 0.64689
H: -4.73944 -1.80640 1.48000
H: -3.38255 -4.14901 -2.30782
H: -3.63658 -2.23940 -2.43197
H: -5.27514 -2.12419 -0.37114
C: 2.06199 0.24467 -1.45398
C: -4.04545 -0.22389 -0.09973
O: 2.28127 -0.15736 -2.72476
H: 2.37058 3.09708 -2.80674
C: 3.35416 4.42694 -0.93574
H: -0.66859 -1.27427 -1.85883
C: 3.20826 1.54179 0.75343
C: 3.06370 0.07094 1.53649
C: 1.63073 -0.73026 1.21703
O: 4.01542 -0.45407 2.31917
H: -3.59902 -0.29314 -1.20474
C: -4.38967 -1.79515 0.35864
C: 2.75205 3.07858 -1.69010
H: -1.33970 -2.82181 2.80407
C: -2.96006 -3.10900 -1.97715
C: 0.75725 -1.53524 2.36900
C: 1.12183 -0.61615 -0.37142
C: -1.22421 -2.14641 0.38777
C: -0.30170 -1.33795 -0.74903
C: 2.68854 1.66494 -0.83146
C: 3.80572 2.88225 1.49663
H: 4.18846 2.89074 2.62218
H: -1.87694 -3.00377 -2.41680
H: 3.36605 5.44945 -1.54038
C: -0.69219 -2.26721 1.96877
Ni: -0.51210 1.01421 0.68786
P: -2.91740 -2.94996 -0.03907
H: 1.19288 -1.56814 3.47757
H: 4.24969 5.32553 1.13179

Results
**LUMO (spin up / spin down)**: -0.3060 / -0.3785 hartree
**HOMO energy (spin up / spin down)**: -14.42 / -14.42 eV
**Frontier orbital gap (spin up / spin down)**: 6.1 / 4.1 eV
**<S²>**: 2.067
**Spin multiplicity**: 3
**Total charge**: +2

Entry 3:
ORCA calculation (wB97M-V/def2-TZVPD) on a molecular structure, C16H23BF2N6Ti at a distorted geometry.

Cartesian coordinates (Å):
H: -2.00486 -3.44981 0.81618
N: -0.98116 1.04119 -1.02122
N: 1.50884 -0.22581 -0.21892
H: 1.54604 1.39689 1.36668
C: 1.19354 -2.78731 -2.75642
H: 0.09654 -2.83571 -2.78352
H: 1.65104 3.83839 0.35718
C: -0.18046 2.96479 -0.28392
H: 0.40594 1.64169 3.74508
C: 2.82084 -0.42291 -0.43062
C: 2.95634 -1.40751 -1.41442
H: -2.61966 2.63299 -3.48052
H: -1.21886 -1.71161 4.25038
F: -1.96036 -1.39301 -2.70652
H: 3.82834 1.36979 0.10958
H: -2.27876 -3.68881 2.55838
B: 0.78744 0.75319 0.74748
C: -0.14156 -0.25841 2.98788
C: -1.06426 3.23809 -1.32802
C: 0.58024 3.93329 0.53028
H: -1.30456 4.20859 -1.71122
N: -0.11656 -0.10661 1.65358
N: -0.13396 1.63069 -0.12562
F: -3.17056 -0.76941 -0.99312
H: -3.37446 -2.66381 1.64898
H: -2.04376 0.96149 -3.55932
N: -0.93526 -1.03131 1.07578
C: -2.46386 1.72659 -2.90122
H: 3.82734 0.13019 1.35468
H: 0.40084 3.78419 1.59358
H: 0.28234 4.94369 0.26538
C: -2.55846 -1.95561 -1.53312
C: -1.46016 -1.80161 2.05948
H: 1.58264 -3.77451 -2.50742
Ti: -1.05446 -0.85171 -0.79742
H: -3.37386 -2.61371 -1.86402
H: -3.43706 1.38639 -2.54122
H: 4.86504 -0.05111 -0.06282
C: 1.67064 -1.78531 -1.76942
H: 1.56604 -2.53211 -3.74902
C: -0.99406 -1.32781 3.27578
H: 1.68124 0.43269 3.84428
C: -1.54396 2.01669 -1.77552
H: 3.87594 -1.79281 -1.80462
C: -2.32866 -2.96541 1.74708
C: 3.89484 0.29629 0.28068
H: 0.31804 0.34759 4.95168
C: 0.60764 0.58959 3.93408
N: 0.79584 -1.06141 -1.03502

Results
**LUMO**: -0.2954 hartree
**HOMO energy**: -15.77 eV
**Frontier orbital gap**: 7.7 eV
**Total charge**: +2